124
Properties=species:S:1:pos:R:3 method="wB97M-V/def2-TZVPD" fmax_ev_per_a=3.6 homo_lumo_gap_ev=3.200 charge=-2
C 0.4904 -2.0755 7.1126
C -0.6591 -1.7899 6.8805
C -2.0685 -1.4579 6.3595
In -2.3305 -2.4778 4.3212
C -2.2510 -4.7124 4.7400
C -1.2943 -5.4360 3.7046
N 0.1213 -5.0781 4.0812
C -4.3566 -2.0559 3.4266
C -4.3578 -0.7652 2.5273
C -3.3412 -0.8540 1.3077
S -3.0297 -2.5773 0.7381
C -2.8696 -2.5831 -1.0738
S -2.9897 -4.1024 -1.7836
N -2.6323 -1.3824 -1.8228
C -3.8538 -0.5619 -2.0055
C -3.5818 0.9809 -2.2046
C -2.9868 1.7229 -0.9405
C -1.5199 1.3031 -0.5413
C -1.1711 2.0531 0.8409
C 0.1565 2.9087 0.7625
C -0.1763 4.2667 0.0221
C 1.0655 5.2507 0.1940
C -1.9790 -1.6258 -3.1216
C -0.5028 -2.1771 -2.9983
C 0.4379 -1.2761 -2.1105
C 1.9211 -1.2439 -2.7068
C 2.8708 -2.3654 -2.1082
C 4.3083 -1.7406 -1.8272
C 4.3519 -0.9565 -0.4386
C 4.7240 0.5864 -0.6195
C -0.6177 -1.7901 2.9973
O 0.0673 -2.5742 2.2825
O -0.2990 -0.4830 2.9676
H 1.5101 -2.4981 7.1431
H -2.8414 -1.9396 7.0277
H -2.1737 -0.3438 6.3144
H -1.8723 -4.8476 5.7911
H -3.3189 -5.0898 4.6780
H -1.3783 -6.5620 3.8486
H -1.4933 -5.1347 2.6431
H 0.3693 -5.7746 4.7981
H 0.6861 -5.2364 3.2421
H -4.7184 -2.9708 2.8857
H -5.0727 -1.8623 4.2882
H -4.1726 0.1640 3.1419
H -5.4047 -0.6427 2.1013
H -3.7420 -0.1953 0.5005
H -2.3555 -0.4096 1.6484
H -4.6062 -0.7776 -1.1949
H -4.3471 -0.9262 -2.9677
H -4.5887 1.4586 -2.4104
H -2.9844 1.1689 -3.1393
H -3.7107 1.6807 -0.0724
H -2.9371 2.8254 -1.2154
H -1.3891 0.2151 -0.3235
H -0.7774 1.6080 -1.3312
H -0.9825 1.2497 1.6225
H -2.0567 2.6364 1.2189
H 0.9570 2.3191 0.2415
H 0.4790 3.1045 1.8299
H -1.0746 4.7294 0.5123
H -0.3199 4.0812 -1.0782
H 0.8520 6.1590 -0.4380
H 1.1739 5.6100 1.2579
H 2.0220 4.7901 -0.1696
H -2.6028 -2.2366 -3.8465
H -1.8803 -0.6107 -3.6176
H -0.4845 -3.2512 -2.6802
H -0.0801 -2.1569 -4.0515
H 0.5502 -1.6950 -1.0699
H 0.1026 -0.2031 -2.0999
H 1.9226 -1.3775 -3.8288
H 2.4238 -0.2528 -2.5153
H 2.4688 -2.7237 -1.1241
H 3.0195 -3.2441 -2.7968
H 4.5851 -0.9866 -2.6245
H 5.0983 -2.5464 -1.8354
H 5.1283 -1.3811 0.2661
H 3.3544 -0.9900 0.0782
H 5.2763 0.9702 0.2775
H 3.7646 1.1515 -0.7749
H 5.3998 0.6751 -1.5150
O 5.1677 2.4986 -2.9988
C 5.5394 3.6001 -2.6952
O 4.7459 4.3871 -1.9409
C 5.1566 5.6338 -1.3716
C 4.9964 6.7681 -2.3636
C 6.8414 4.1519 -3.2171
H 6.1706 5.5657 -0.9709
H 4.4990 5.8072 -0.5184
H 5.6269 6.6258 -3.2434
H 5.2584 7.7224 -1.9022
H 3.9651 6.8193 -2.7181
H 6.6853 4.5405 -4.2239
H 7.5686 3.3411 -3.2521
H 7.2761 4.9280 -2.5903
O 6.8688 -4.5437 5.5351
C 5.8136 -4.6884 4.9600
O 5.6468 -4.1760 3.7342
C 4.5054 -4.4491 2.8974
C 3.3479 -3.5295 3.2215
C 4.6492 -5.3617 5.6373
H 4.2292 -5.5053 2.9499
H 4.8339 -4.2669 1.8725
H 2.9977 -3.6691 4.2454
H 2.5105 -3.7105 2.5443
H 3.6529 -2.4854 3.1320
H 4.1411 -4.6380 6.2749
H 5.0328 -6.1772 6.2512
H 3.9335 -5.8047 4.9490
O -3.9322 2.6610 -4.4100
C -5.0571 3.0516 -4.5637
O -5.9929 2.2172 -5.0644
C -7.3903 2.5188 -5.1159
C -7.7323 3.3224 -6.3546
C -5.4235 4.4869 -4.2882
H -7.7196 3.0054 -4.1952
H -7.9052 1.5577 -5.1576
H -7.2235 4.2881 -6.3609
H -8.8082 3.4990 -6.4137
H -7.4124 2.7903 -7.2527
H -5.1512 5.0958 -5.1510
H -4.8615 4.8235 -3.4173
H -6.4751 4.6381 -4.0528

---

138
Properties=species:S:1:pos:R:3 method="wB97M-V/def2-TZVPD" smiles="O=S1(=O)CCCC1.O=S1(=O)CCCC1.O=S1(=O)CCCC1.O=S1(=O)CCCC1.O=S1(=O)CCCC1.O=S1(=O)CCCC1.O=S1(=O)CCCC1.O=S1(=O)CCCC1.CC#N.CC#N.CC#N" fmax_ev_per_a=3.3 homo_lumo_gap_ev=10.263
C -0.7446 -0.0019 -0.5586
C -0.0222 0.9863 -1.3302
N 0.4671 1.8254 -1.9678
H -0.4153 -0.1013 0.4527
H -0.7523 -0.9352 -1.0549
H -1.7738 0.3551 -0.4211
C -3.4873 -1.3661 1.1651
C -4.0745 -2.7957 1.0457
N -4.5243 -3.8258 0.7533
H -3.7740 -0.9094 0.2456
H -2.4340 -1.5911 1.3041
H -3.9309 -0.7884 1.9629
C -3.4789 -0.1440 -3.9024
C -2.6217 -0.2857 -5.0488
N -1.9085 -0.3793 -5.9402
H -4.4829 0.3785 -4.1078
H -2.9827 0.4209 -3.1010
H -3.5623 -1.1771 -3.5039
C 2.3739 0.5301 -4.5936
C 3.5327 1.3904 -4.1792
C 4.1213 0.7235 -2.9460
S 4.1223 -1.0666 -3.2903
O 3.4035 -1.8339 -2.2719
O 5.4678 -1.4171 -3.7224
C 2.9327 -0.8787 -4.6624
H 1.8690 0.8232 -5.5107
H 1.5765 0.5297 -3.8433
H 3.1907 2.4021 -3.9072
H 4.2640 1.5745 -4.9901
H 3.4173 0.9821 -2.1305
H 5.1382 1.0076 -2.6996
H 2.1364 -1.6098 -4.6487
H 3.4687 -1.0402 -5.6121
C -0.7929 4.4613 -4.2998
C -0.1868 5.3617 -3.2211
C -0.9731 5.1347 -2.0100
S -2.6284 4.7783 -2.4635
O -3.6682 5.7295 -2.0605
O -2.8294 3.3888 -2.0850
C -2.2874 4.6678 -4.2183
H -0.4414 3.4356 -4.0793
H -0.4226 4.6072 -5.3320
H -0.1178 6.4182 -3.5306
H 0.8001 5.1055 -3.0177
H -1.0780 5.9367 -1.3511
H -0.6219 4.3183 -1.4165
H -2.5789 5.5955 -4.7141
H -2.8650 3.8055 -4.6008
C -3.1014 4.2969 3.0020
C -2.8439 4.6568 1.4783
C -2.2410 3.3778 0.8406
S -1.6251 2.2937 2.1843
O -0.2191 2.0628 1.9103
O -2.4558 1.1265 2.3536
C -1.9624 3.4100 3.4861
H -4.0602 3.8084 3.1867
H -3.1379 5.2832 3.4865
H -2.2050 5.5670 1.4438
H -3.7764 4.8670 0.8983
H -1.4313 3.3937 0.0902
H -3.0792 2.8504 0.2659
H -1.0565 3.9250 3.8049
H -2.2599 2.8629 4.4033
C 1.1888 -5.8373 0.0854
C 2.2976 -4.8192 -0.3322
C 1.7084 -3.4565 -0.0204
S 0.3689 -3.6170 1.1331
O -0.8471 -3.2397 0.4788
O 0.6883 -2.9633 2.3891
C 0.5471 -5.3711 1.3463
H 1.5208 -6.8332 0.1320
H 0.4697 -5.8020 -0.7106
H 2.6082 -5.0089 -1.3046
H 3.1870 -5.0389 0.2811
H 1.2110 -3.0343 -0.8423
H 2.4235 -2.6916 0.3497
H -0.4566 -5.8369 1.5547
H 1.1869 -5.5185 2.1658
C -2.8455 -5.9675 -3.5440
C -2.8243 -5.0188 -4.7758
C -1.5426 -4.2029 -4.8342
S -1.1568 -3.8296 -3.1920
O -1.8026 -2.5822 -2.8154
O 0.2316 -4.0218 -2.9408
C -2.0597 -5.1987 -2.4517
H -2.3923 -6.9379 -3.7255
H -3.8606 -6.1920 -3.2168
H -3.6145 -4.2965 -4.5856
H -2.9555 -5.5612 -5.7063
H -1.7459 -3.1402 -5.2261
H -0.6329 -4.5151 -5.2469
H -2.7293 -4.9927 -1.6222
H -1.2354 -5.8353 -2.1554
C -3.0437 -1.9714 5.2517
C -1.8675 -2.5264 4.4768
C -0.9963 -1.2741 4.2347
S -0.8487 -0.5198 5.8114
O -1.0602 0.9512 5.6342
O 0.3400 -1.0614 6.4348
C -2.3991 -1.1638 6.4289
H -3.7214 -2.7174 5.7303
H -3.6914 -1.3989 4.5950
H -2.2051 -3.0117 3.5142
H -1.3205 -3.3204 4.9639
H -1.4714 -0.5697 3.5485
H -0.0841 -1.5404 3.7539
H -3.0303 -0.4471 6.9301
H -2.1287 -1.7879 7.2798
C 2.8302 3.2324 1.1212
C 3.1607 4.2528 2.2582
C 2.9500 5.6803 1.7042
S 1.5846 5.5165 0.6433
O 1.4732 6.6091 -0.3502
O 0.3829 5.1477 1.3911
C 2.2256 4.0494 -0.0954
H 2.0596 2.6151 1.4333
H 3.6269 2.5757 0.8008
H 4.2068 4.1623 2.5957
H 2.5615 4.1293 3.1372
H 3.8941 6.0130 1.1997
H 2.7494 6.4636 2.4643
H 2.8806 4.3870 -0.9231
H 1.3293 3.5441 -0.4793
C 3.0225 -0.6279 4.3216
C 2.8298 -0.7161 2.7465
C 4.1139 -1.4231 2.2288
S 4.2029 -2.7891 3.4661
O 5.5510 -2.9804 3.9140
O 3.4286 -3.8558 2.8629
C 3.2637 -2.0545 4.7307
H 2.2142 -0.1436 4.7759
H 3.8709 0.0374 4.4611
H 2.6869 0.2527 2.3365
H 1.9421 -1.3361 2.5375
H 5.0037 -0.7579 2.3082
H 4.0844 -1.8412 1.2303
H 3.7270 -2.0808 5.7040
H 2.3697 -2.6505 4.8006

---

134
Properties=species:S:1:pos:R:3 method="wB97M-V/def2-TZVPD" fmax_ev_per_a=9.1 homo_lumo_gap_ev=6.974 charge=+1
C -0.4850 -5.0953 0.4994
O -0.4081 -4.2147 1.6421
C -1.5570 -4.3560 2.5184
C -1.3977 -5.6038 3.5165
C -0.6344 -5.2174 4.9037
C 0.9666 -5.2364 4.7642
C 1.5051 -3.7143 4.7869
C 2.4077 -3.4091 3.4656
C 2.6946 -1.8274 3.3344
C 1.5399 -1.0493 2.4813
C 2.0958 0.4364 2.2337
C 1.5348 1.1629 0.9147
N 1.0956 0.2351 -0.1795
C 1.9343 0.1355 -1.3773
N 3.1720 -0.3145 -1.5416
C 3.9608 -0.8490 -0.3829
C 5.1355 0.1314 0.1145
C 5.7894 -0.2725 1.5175
F 4.7564 1.5175 0.1934
C 3.8332 -0.3664 -2.8934
C 3.1718 -1.2995 -3.9281
C 3.8546 -1.3701 -5.3378
C 5.1557 -0.5110 -5.5321
C 5.6222 0.3205 -4.3150
N 4.9996 0.4308 -3.0384
N 1.1501 0.6381 -2.5470
F 1.2424 1.9711 -2.7995
C -0.1981 0.0710 -2.2753
C -1.2682 0.7332 -3.2718
C -1.0467 0.2713 -4.8043
O -1.9443 -0.2288 -5.5238
C -0.2854 0.4663 -0.6890
F -0.7977 1.8172 -0.7581
B -1.5393 -0.3727 -0.0576
O -1.4424 -1.6766 0.5688
N -2.9050 0.2709 -0.1916
C -3.4635 0.6396 1.1483
C -3.8457 -0.7030 -0.8688
H -0.4379 -6.1804 0.8569
H 0.4800 -4.9203 -0.1135
H -1.3547 -4.8791 -0.2124
H -2.5032 -4.3772 1.8754
H -1.6157 -3.3837 3.1384
H -0.8166 -6.4122 2.9589
H -2.4460 -5.9619 3.8115
H -1.0121 -4.1979 5.2957
H -0.9420 -6.0112 5.6649
H 1.5034 -5.8247 5.5909
H 1.2745 -5.6884 3.7605
H 2.2372 -3.6396 5.6703
H 0.6869 -2.9275 4.9101
H 3.4171 -3.9496 3.6432
H 1.9647 -3.8646 2.5176
H 2.7422 -1.3529 4.3720
H 3.6793 -1.7326 2.7395
H 0.5206 -1.0737 3.0048
H 1.4179 -1.6739 1.5202
H 3.2343 0.3503 2.1185
H 1.8328 1.0919 3.1416
H 0.6975 1.8790 1.2626
H 2.3395 1.8541 0.4578
H 3.3156 -1.2024 0.4915
H 4.4932 -1.7966 -0.7805
H 5.9819 0.0655 -0.6684
H 5.8231 -1.4032 1.7031
H 6.8615 0.1606 1.5125
H 5.2788 0.1999 2.4308
H 2.2407 -1.8826 -3.6363
H 3.4029 -2.0244 -6.1494
H 5.6586 -0.5655 -6.5488
H 6.5917 0.9265 -4.4610
H -0.1962 -1.0800 -2.4021
H -2.3027 0.3904 -2.9212
H -1.2412 1.8744 -3.2678
H 0.0035 0.4504 -5.2589
H -1.2790 -2.2996 -0.1830
H -4.6084 0.5133 1.2208
H -3.2752 1.7636 1.3322
H -2.9776 0.0090 1.9750
H -4.7079 -0.1360 -1.3559
H -3.2765 -1.2478 -1.7186
H -4.1838 -1.4849 -0.0998
O -6.7500 2.4214 -8.4786
P -5.4202 2.4178 -9.2399
O -4.4372 2.2734 -7.9179
C -4.3472 1.0054 -7.2836
C -3.3729 0.1032 -8.0180
O -5.3304 4.0690 -9.4034
C -6.5094 4.8190 -9.6829
C -6.9461 5.5665 -8.4383
O -4.0005 2.3490 -10.1931
C -4.1272 2.6977 -11.5736
C -3.3969 4.0023 -11.8369
H -5.3358 0.5402 -7.2147
H -3.9894 1.1781 -6.2656
H -3.7547 -0.1505 -9.0108
H -3.2136 -0.8237 -7.4641
H -2.4133 0.6037 -8.1589
H -7.3084 4.1782 -10.0645
H -6.2660 5.5355 -10.4731
H -7.1373 4.8845 -7.6076
H -7.8543 6.1447 -8.6297
H -6.1582 6.2506 -8.1084
H -5.1783 2.7684 -11.8660
H -3.6676 1.8972 -12.1578
H -3.9167 4.8442 -11.3762
H -3.3248 4.1963 -12.9094
H -2.3920 3.9787 -11.4077
O -0.3265 1.3994 9.2724
P 0.9385 1.8742 8.5506
O 0.6739 1.0581 7.1355
C -0.3078 1.5624 6.2436
C 0.2580 2.6927 5.4031
O 1.9491 0.7630 9.2604
C 1.7861 0.4341 10.6378
C 1.1645 -0.9429 10.7639
O 2.3384 2.5228 7.8106
C 3.2678 3.2004 8.6602
C 4.5492 2.3923 8.7575
H -1.1948 1.8904 6.7948
H -0.6077 0.7366 5.5925
H 0.4860 3.5613 6.0259
H -0.4579 2.9986 4.6355
H 1.1892 2.3871 4.9216
H 1.1932 1.1890 11.1605
H 2.7792 0.4303 11.0966
H 0.1968 -0.9934 10.2610
H 1.0250 -1.2126 11.8143
H 1.8041 -1.6946 10.2911
H 2.8380 3.3784 9.6495
H 3.4811 4.1705 8.2056
H 4.3946 1.4769 9.3312
H 5.3350 2.9700 9.2493
H 4.8937 2.0889 7.7656